The following is a quantum chemistry calculation of a cluster of 7 separate species, C24H72N7O9 in total in a non-equilibrium geometry, from the OMol25 dataset.

XYZ file:
```
112
Properties=species:S:1:pos:R:3:forces:R:3:mulliken_charge:R:1
C -2.090 2.438 -2.189 -0.4 -0.8 0.1 -1.031
C -3.085 3.607 -2.308 0.4 -0.3 0.3 0.360
C -3.501 4.225 -0.977 -0.2 0.8 -0.3 -0.800
O -2.430 5.042 -0.557 0.3 -0.5 0.2 -0.404
C -2.727 5.847 0.589 -0.7 0.6 -0.1 -0.767
N -2.514 4.773 -3.096 -0.4 0.0 0.4 -0.271
H -2.015 5.339 -2.382 0.0 0.0 -0.1 0.329
H -1.880 4.534 -3.855 -0.2 -0.1 -0.1 0.295
H -3.293 5.340 -3.444 0.2 0.1 -0.2 0.397
H -2.460 1.584 -2.761 0.1 0.2 -0.4 0.167
H -2.070 1.999 -1.187 0.1 0.5 0.2 0.081
H -1.057 2.605 -2.491 -0.1 0.4 0.0 0.374
H -3.982 3.242 -2.802 0.0 0.2 -0.2 0.428
H -3.786 3.423 -0.291 0.1 0.1 0.2 0.372
H -4.358 4.896 -1.129 -0.2 -0.3 0.0 0.560
H -2.781 5.254 1.502 0.4 0.0 0.0 0.233
H -3.703 6.338 0.479 0.0 -0.2 -0.2 0.366
H -2.005 6.657 0.623 0.3 -0.3 0.2 0.296
C -3.513 -5.425 -0.625 0.0 0.1 -0.2 -1.510
C -2.507 -4.918 0.392 -0.8 0.1 -0.1 0.433
C -1.578 -5.995 0.924 -0.1 0.6 -0.4 -0.773
O -1.054 -5.540 2.128 0.6 0.3 0.2 -0.283
C -0.004 -6.383 2.621 -0.4 -0.6 -0.2 -0.761
N -1.656 -3.832 -0.249 0.6 0.5 0.2 -0.119
H -1.165 -3.220 0.426 0.0 -0.3 0.1 0.088
H -0.905 -4.253 -0.802 -0.2 0.0 -0.1 0.432
H -2.176 -3.187 -0.846 -0.2 -0.3 -0.1 0.336
H -4.072 -6.270 -0.226 0.2 -0.1 0.0 0.428
H -3.006 -5.731 -1.542 -0.2 -0.1 0.0 0.405
H -4.278 -4.681 -0.856 0.2 0.1 -0.1 0.434
H -3.044 -4.394 1.183 0.2 -0.3 0.3 0.105
H -0.791 -6.090 0.153 0.1 -0.5 0.2 0.354
H -2.111 -6.945 1.002 0.0 0.0 0.1 0.492
H 0.728 -6.587 1.832 0.1 0.2 0.1 0.329
H -0.430 -7.349 2.908 0.1 0.0 0.1 0.347
H 0.455 -5.923 3.487 0.0 0.2 0.0 0.234
C 2.624 -2.113 3.456 -0.1 -0.1 1.3 -1.385
C 3.780 -1.793 2.547 0.5 -1.5 1.2 0.494
C 5.058 -2.453 3.046 0.0 0.3 0.3 -1.034
O 6.039 -2.105 2.116 0.0 -0.3 -0.3 -0.320
C 7.225 -2.918 2.186 0.3 0.6 0.2 -0.736
N 3.552 -2.357 1.150 -0.5 2.1 -0.1 0.059
H 4.160 -1.782 0.564 0.2 -0.6 -0.3 0.449
H 3.782 -3.342 1.027 0.0 0.0 0.3 0.398
H 2.576 -2.134 0.884 0.1 -0.5 -0.1 0.087
H 2.858 -1.787 4.478 0.2 0.5 -0.3 0.497
H 2.510 -3.179 3.679 -0.2 -0.1 -0.8 0.410
H 1.677 -1.640 3.200 0.0 -0.2 -0.3 0.163
H 4.015 -0.730 2.528 -0.4 0.1 -0.7 0.163
H 4.930 -3.541 3.154 0.0 0.0 -0.2 0.476
H 5.274 -2.078 4.054 0.1 0.0 -0.1 0.485
H 7.847 -2.626 1.345 -0.1 -0.3 -0.2 0.251
H 6.952 -3.972 2.185 0.2 -0.1 -0.1 0.346
H 7.814 -2.675 3.074 -0.2 -0.1 0.2 0.315
C 1.732 3.358 1.611 -0.1 -0.8 0.1 -1.485
C 2.517 3.668 0.364 0.5 1.4 -0.1 0.474
C 3.834 4.383 0.585 0.9 -0.4 0.6 -1.011
O 4.287 4.777 -0.670 -0.3 0.0 -0.3 -0.338
C 5.629 5.229 -0.647 1.2 0.4 0.0 -0.773
N 2.841 2.447 -0.483 -1.4 -1.1 0.5 0.061
H 2.257 1.642 -0.192 0.0 0.3 0.1 0.113
H 2.559 2.593 -1.450 0.7 0.2 -0.2 0.410
H 3.806 2.129 -0.383 0.2 0.5 -0.4 0.431
H 1.805 4.178 2.321 0.0 0.1 -0.1 0.566
H 2.113 2.454 2.098 0.1 0.1 0.1 0.293
H 0.678 3.162 1.408 0.0 0.1 -0.1 0.349
H 1.983 4.369 -0.282 -0.3 -0.4 -0.1 0.224
H 4.589 3.704 1.029 -0.2 -0.1 0.1 0.425
H 3.758 5.203 1.307 -0.3 0.1 -0.2 0.535
H 5.950 5.512 -1.646 -0.3 -0.2 -0.1 0.271
H 6.319 4.459 -0.280 -0.2 -0.1 0.0 0.338
H 5.791 6.113 -0.022 -0.4 -0.1 0.1 0.332
C -4.596 0.020 4.732 0.1 0.3 0.3 -1.367
C -3.798 0.183 3.451 -1.0 -0.5 -0.3 0.101
C -2.595 1.091 3.533 0.1 0.6 -0.6 -0.474
O -1.607 0.414 4.250 0.0 -0.2 -0.2 -0.339
C -0.315 0.977 4.170 0.6 0.0 -0.2 -0.581
N -3.293 -1.188 2.999 0.5 -0.1 0.6 -0.131
H -4.057 -1.845 2.840 -0.1 0.2 -0.2 0.412
H -2.675 -1.097 2.178 -0.1 -0.2 0.2 0.092
H -2.757 -1.581 3.781 0.3 0.1 -0.2 0.423
H -3.933 0.106 5.593 -0.1 -0.2 0.1 0.346
H -5.155 -0.914 4.789 0.1 -0.1 -0.1 0.425
H -5.334 0.818 4.811 0.1 0.1 0.0 0.394
H -4.452 0.460 2.623 0.0 0.4 0.1 0.415
H -2.844 2.062 3.978 -0.2 -0.2 0.2 0.476
H -2.287 1.330 2.498 0.3 -0.2 0.1 0.205
H -0.189 1.895 4.751 -0.3 -0.1 0.1 0.355
H -0.021 1.204 3.133 -0.3 -0.1 0.0 0.046
H 0.370 0.216 4.540 0.0 0.1 0.2 0.288
C -1.816 -1.263 -7.268 0.1 -0.4 0.3 -1.382
C -1.051 -0.018 -6.851 -0.3 -0.6 -0.2 0.060
C -1.177 0.280 -5.360 -0.9 0.1 -0.3 -0.459
O -0.607 -0.752 -4.613 0.5 0.4 0.1 -0.415
C -0.614 -0.657 -3.201 1.4 -1.2 0.4 -0.712
N 0.387 -0.162 -7.317 0.2 0.4 -0.8 -0.256
H 0.865 -1.039 -7.089 -0.2 0.1 0.6 0.341
H 0.415 -0.153 -8.347 -0.2 0.1 0.1 0.387
H 0.932 0.659 -7.046 0.3 -0.3 0.2 0.341
H -2.885 -1.069 -7.246 0.0 0.1 -0.2 0.407
H -1.641 -2.096 -6.585 0.1 0.1 0.1 0.337
H -1.518 -1.609 -8.259 -0.2 0.2 -0.1 0.427
H -1.430 0.832 -7.419 0.1 0.1 0.1 0.337
H -2.266 0.279 -5.202 0.0 0.2 0.0 0.351
H -0.824 1.292 -5.119 0.4 -0.2 0.2 0.350
H 0.059 -1.480 -2.927 -0.4 -0.2 0.1 0.415
H -1.576 -0.835 -2.716 -0.2 0.3 -0.3 0.286
H -0.060 0.161 -2.723 -0.5 0.7 -0.6 0.172
N 0.018 -0.754 0.412 0.1 -0.9 0.3 1.191
O -1.222 -0.647 0.548 0.3 0.3 -0.2 -0.872
O 0.531 -1.902 0.583 0.0 0.5 -0.2 -0.879
O 0.742 0.210 0.118 -0.3 0.0 0.0 -0.803
```
Positions in Å, forces in eV/Å.

Values from the calculation:
charge: +5
ΔE to the lowest compared entry with this formula, charge and spin: 0.0 kJ/mol
highest occupied orbital energy: -0.7254 Eh
orbital gap: 8.80 eV
strongest force on any atom: 2.2 eV/Å
DFT total energy: -54860.313 eV